A molecular structure, C4H12CsO4 at a distorted geometry, computed with the ωB97M-V functional and the def2-TZVPD basis.

Each line ends with the Löwdin charge.
Geometry (Å):
Cs 5.66 35.87 -19.98  1.9842
O 5.96 34.12 -21.22  -0.5533
O 3.76 35.43 -19.09  -0.5521
O 4.77 33.90 -16.69  -0.0417
O 5.34 31.43 -19.95  -0.0270
C 6.80 33.31 -20.55  -0.3351
C 3.15 35.25 -17.86  -0.2320
C 6.06 32.55 -19.46  -0.2293
C 3.47 33.95 -17.18  -0.2596
H 2.08 35.42 -17.97  0.1365
H 5.96 33.87 -22.14  0.1309
H 3.87 36.36 -19.31  -0.0697
H 2.80 33.72 -16.35  0.1400
H 6.85 32.26 -18.76  0.1353
H 5.36 33.15 -18.88  0.0725
H 3.45 35.99 -17.11  0.1338
H 7.48 34.03 -20.10  0.0785
H 4.75 34.04 -15.74  0.1096
H 3.25 33.14 -17.88  0.1280
H 5.13 30.92 -19.17  0.0959
H 7.36 32.76 -21.31  0.1547

Computed properties:
**Energy**: -13069.416 eV
**HOMO energy**: -13.8 eV
**ΔE to the lowest compared entry with this formula, charge and spin**: 124.3 kcal per mole
**Orbital gap**: 10.655 eV
**Net charge**: +1
**LUMO energy**: -3.122 eV

=====

A molecular structure, C12H14AgCl3N2 at a distorted geometry, computed with the ωB97M-V functional and the def2-TZVPD basis.

Each line ends with the Löwdin charge.
Geometry (Å):
Ag 1.00 2.76 -2.87  0.3474
Cl 2.17 3.41 -0.21  -0.6030
Cl 2.31 0.16 -2.87  -0.5324
Cl 1.39 4.00 -5.53  -0.7127
N -2.90 1.73 1.44  -0.0936
N 2.52 -2.40 -0.50  -0.0981
C -4.04 2.62 1.80  0.0204
C -2.06 -0.53 1.31  0.0639
C 2.63 -1.36 0.37  0.0193
C 0.11 -2.10 -0.52  0.0337
C 1.52 -0.63 0.79  0.0459
C -0.85 1.30 0.22  0.0467
C 1.26 -2.78 -0.91  0.0114
C -3.06 0.43 1.75  0.0104
C -1.84 2.21 0.66  0.0729
C -0.88 -0.04 0.69  -0.1087
C 3.71 -3.00 -1.05  -0.0145
C 0.26 -0.95 0.28  -0.1429
H 4.30 -2.22 -1.54  0.1080
H -1.93 3.23 0.31  0.1497
H 1.64 0.21 1.45  0.1318
H -0.05 1.64 -0.42  0.0336
H -3.67 3.48 2.36  0.1082
H -3.91 0.04 2.29  0.1350
H -0.82 -2.41 -0.97  0.1303
H 1.22 -3.54 -1.67  0.1406
H -2.26 -1.59 1.42  0.1200
H 3.52 -3.76 -1.80  0.1041
H 4.26 -3.61 -0.33  0.1095
H -4.58 2.81 0.87  0.1152
H -4.65 2.20 2.60  0.0967
H 3.69 -1.26 0.56  0.1512

Computed properties:
**Energy**: -57214.900 eV
**HOMO energy**: -6.4 eV
**ΔE to the lowest compared entry with this formula, charge and spin**: 24.1 kcal per mole
**Orbital gap**: 3.510 eV
**LUMO energy**: -2.876 eV